1.
C5H13N2 as an isolated structure in a non-equilibrium geometry. Source: OMol25; level of theory: wB97M-V/def2-TZVPD.

XYZ file:
```
20
Properties=species:S:1:pos:R:3:mulliken_charge:R:1
C -1.0505 1.9256 0.5413 -1.142
C -1.5648 0.5964 0.0121 -0.319
C -0.9436 -0.7814 0.4883 -0.635
C 0.3822 -0.7193 1.2671 -0.642
N 0.6802 -0.4302 -2.1140 -0.375
C 1.7087 -0.6670 -1.2536 -0.411
N 1.3705 0.0800 0.5531 -0.632
H -0.9487 2.1031 1.6104 0.289
H -0.1199 2.1892 0.0421 0.286
H -1.8013 2.6112 0.1218 0.366
H -2.6500 0.4736 0.0638 0.430
H -1.3361 0.5116 -1.0493 0.197
H -1.6583 -1.4928 0.9013 0.430
H -0.5185 -1.1880 -0.4290 0.179
H 0.6743 -1.7808 1.3608 0.367
H 0.2164 -0.3778 2.2947 0.398
H 1.9330 -1.6683 -0.8816 0.357
H 0.7972 -1.0299 -2.9395 0.229
H 2.5619 0.0091 -1.3455 0.331
H 2.2672 -0.3645 0.7557 0.295
```

Its lowest unoccupied orbital energy (spin up / spin down) is 0.885 / -1.144 eV. As for the molecular weight: 101.2 g/mol. Its spin multiplicity is 2. The expectation value of S² is 0.757.

2.
C3H3N4 as an isolated structure in a non-equilibrium geometry. Source: OMol25; level of theory: wB97M-V/def2-TZVPD.

XYZ file:
```
10
Properties=species:S:1:pos:R:3:mulliken_charge:R:1
C -2.2041 -1.1875 1.8452 0.037
C 1.2774 0.4660 -1.0392 0.497
C -1.4200 -0.8837 0.6431 0.269
N -2.7755 -1.6078 2.7407 -0.175
N 0.3837 -0.2779 -0.8725 -0.211
N -0.2043 -0.8668 0.7771 -0.092
N 2.0965 1.3807 -1.3191 -0.270
H -1.9933 -0.5350 -0.1703 0.418
H 1.7531 2.2549 -1.2542 0.250
H 3.0864 1.2573 -1.3508 0.276
```

Its lowest unoccupied orbital energy is -6.898 eV. As for the total charge: +1. As for the molecular weight: 95.1 g/mol.